Formula: C40H88N11O8
Source: OMol25
Level of theory: wB97M-V/def2-TZVPD

Bonds (Å) are listed after each position.
Atoms and positions in Å:
1 C 4.16213 5.06894 2.56055  C2 1.530, H25 1.091, H26 1.091, H27 1.090
2 C 4.08873 4.97371 1.03485  C1 1.530, C3 1.532, C4 1.538, H28 1.094
3 C 3.44369 6.22190 0.42444  C2 1.532, H29 1.090, H30 1.088, H31 1.091
4 C 3.43347 3.65656 0.58543  C2 1.538, C5 1.542, H32 1.088, H33 1.094
5 C 1.89201 3.69697 0.55782  C4 1.542, C6 1.550, H34 1.090, H35 1.091
6 C 1.15102 2.44368 1.08807  C5 1.550, C7 1.539, C15 1.529, C24 1.567
7 C 1.19298 1.31539 0.04292  C6 1.539, C8 1.537, H36 1.091, H37 1.095
8 C 2.52156 0.57494 -0.18009  C7 1.537, C9 1.532, H38 1.087, H39 1.092
9 C 2.25236 -0.64094 -1.07157  C8 1.532, C10 1.545, H40 1.094, H41 1.094
10 C 3.39220 -1.68387 -1.11125  C9 1.545, N11 1.478, H42 1.089, H43 1.088
11 N 3.91830 -1.93628 -2.46959  C10 1.478, C12 1.426, H44 1.010
12 C 3.27299 -3.03427 -3.11112  N11 1.426, N13 1.268, N14 1.449
13 N 3.68996 -4.22974 -3.05113  C12 1.268, H45 1.019
14 N 2.05474 -2.75145 -3.84230  C12 1.449, H46 1.017, H47 1.015
15 C 1.67730 2.02790 2.46165  C6 1.529, C16 1.547, H48 1.093, H49 1.090
16 C 0.83792 0.97370 3.22102  C15 1.547, C17 1.548, C18 1.535, N19 1.491
17 C 0.92901 1.22764 4.74508  C16 1.548, H50 1.087, H51 1.090, H52 1.091
18 C 1.41955 -0.42407 2.96673  C16 1.535, H53 1.082, H54 1.089, H55 1.088
19 N -0.59598 0.97330 2.81229  C16 1.491, O20 1.282, C21 1.474
20 O -0.95336 0.00623 2.05066  N19 1.282
21 C -1.12211 2.28905 2.40494  N19 1.474, C22 1.547, C23 1.540, C24 1.537
22 C -2.59451 2.07817 1.97994  C21 1.547, H56 1.090, H57 1.086, H58 1.087
23 C -1.14286 3.29834 3.56823  C21 1.540, H59 1.089, H60 1.082, H61 1.089
24 C -0.35236 2.86793 1.20758  C6 1.567, C21 1.537, H62 1.091, H63 1.090
25 H 4.86094 4.31015 2.91715  C1 1.091
26 H 4.56337 6.03430 2.87136  C1 1.091
27 H 3.18766 4.90397 3.02104  C1 1.090
28 H 5.12484 4.93040 0.68511  C2 1.094
29 H 4.16544 7.03833 0.45441  C3 1.090
30 H 3.10415 6.06728 -0.59744  C3 1.088
31 H 2.60078 6.53876 1.04092  C3 1.091
32 H 3.82609 2.83681 1.18390  C4 1.088
33 H 3.78747 3.47516 -0.43392  C4 1.094
34 H 1.54983 3.87363 -0.46163  C5 1.090
35 H 1.56217 4.53399 1.17468  C5 1.091
36 H 0.41581 0.57588 0.24101  C7 1.091
37 H 0.94065 1.77244 -0.91954  C7 1.095
38 H 3.01598 0.26885 0.73833  C8 1.087
39 H 3.18706 1.23260 -0.74396  C8 1.092
40 H 2.08782 -0.30308 -2.09933  C9 1.094
41 H 1.30746 -1.10175 -0.76907  C9 1.094
42 H 4.21185 -1.34236 -0.48141  C10 1.089
43 H 3.02708 -2.64137 -0.74523  C10 1.088
44 H 3.88737 -1.10363 -3.04107  N11 1.010
45 H 4.55087 -4.24163 -2.50580  N13 1.019
46 H 1.39631 -2.45169 -3.12700  N14 1.017
47 H 2.19840 -1.93661 -4.43032  N14 1.015
48 H 1.75456 2.93529 3.06688  C15 1.093
49 H 2.69232 1.63657 2.40155  C15 1.090
50 H 1.74294 0.66683 5.19622  C17 1.087
51 H 1.06723 2.28362 4.97682  C17 1.090
52 H -0.00238 0.93221 5.22987  C17 1.091
53 H 1.64547 -0.60835 1.92457  C18 1.082
54 H 0.76281 -1.19478 3.36722  C18 1.089
55 H 2.35222 -0.50019 3.52181  C18 1.088
56 H -2.59786 1.70087 0.95734  C22 1.090
57 H -3.13823 3.01752 1.95996  C22 1.086
58 H -3.09511 1.32867 2.58766  C22 1.087
59 H -0.19186 3.80515 3.72516  C23 1.089
60 H -1.89527 4.04524 3.35087  C23 1.082
61 H -1.47489 2.77635 4.46481  C23 1.089
62 H -0.41511 3.95442 1.27848  C24 1.091
63 H -0.83071 2.60203 0.26502  C24 1.090
64 C -6.41198 1.97549 1.28097  O65 1.219, N66 1.342, H69 1.104
65 O -5.70149 2.88340 1.67653  C64 1.219
66 N -6.57912 1.65896 -0.01193  C64 1.342, C67 1.449, C68 1.458
67 C -7.42483 0.56250 -0.43823  N66 1.449, H70 1.092, H71 1.092, H72 1.088
68 C -5.87846 2.44708 -1.01910  N66 1.458, H73 1.090, H74 1.091, H75 1.086
69 H -6.98219 1.32593 1.96780  C64 1.104
70 H -6.83743 -0.17305 -0.99104  C67 1.092
71 H -8.22381 0.93195 -1.08390  C67 1.092
72 H -7.86969 0.07838 0.42927  C67 1.088
73 H -4.80238 2.38753 -0.85437  C68 1.090
74 H -6.17833 3.49431 -0.95883  C68 1.091
75 H -6.11491 2.05970 -2.00613  C68 1.086
76 C -3.46678 4.50236 6.13432  O77 1.214, N78 1.346, H81 1.104
77 O -3.13377 4.97999 5.06868  C76 1.214
78 N -4.62818 3.85192 6.33454  C76 1.346, C79 1.448, C80 1.457
79 C -4.98732 3.28664 7.61789  N78 1.448, H82 1.092, H83 1.092, H84 1.088
80 C -5.54442 3.71814 5.20942  N78 1.457, H85 1.090, H86 1.090, H87 1.087
81 H -2.82978 4.55173 7.03439  C76 1.104
82 H -5.13251 2.20785 7.52991  C79 1.092
83 H -5.91206 3.73672 7.98547  C79 1.092
84 H -4.19560 3.47509 8.34028  C79 1.088
85 H -5.06734 3.18800 4.38488  C80 1.090
86 H -5.83645 4.70335 4.84517  C80 1.090
87 H -6.42899 3.17245 5.52935  C80 1.087
88 C 4.82199 -2.74641 3.64872  O89 1.216, N90 1.346, H93 1.103
89 O 4.17814 -2.07083 2.86937  C88 1.216
90 N 4.28358 -3.58236 4.55559  C88 1.346, C91 1.449, C92 1.454
91 C 5.09789 -4.36764 5.46084  N90 1.449, H94 1.092, H95 1.092, H96 1.088
92 C 2.83526 -3.69540 4.62028  N90 1.454, H97 1.090, H98 1.090, H99 1.087
93 H 5.92477 -2.72918 3.67504  C88 1.103
94 H 4.91348 -5.43296 5.30888  C91 1.092
95 H 4.86448 -4.11431 6.49691  C91 1.092
96 H 6.15148 -4.16593 5.28021  C91 1.088
97 H 2.44112 -4.03422 3.66170  C92 1.090
98 H 2.39091 -2.72530 4.84339  C92 1.090
99 H 2.56296 -4.40603 5.39642  C92 1.087
100 C 5.43306 -5.49786 -8.36919  O101 1.220, N102 1.340, H105 1.104
101 O 5.95639 -6.31300 -9.11033  C100 1.220
102 N 5.69027 -5.37186 -7.06004  C100 1.340, C103 1.452, C104 1.453
103 C 5.01980 -4.38595 -6.23216  N102 1.452, H106 1.093, H107 1.090, H108 1.089
104 C 6.67332 -6.25479 -6.45670  N102 1.453, H109 1.092, H110 1.088, H111 1.086
105 H 4.67404 -4.78100 -8.72931  C100 1.104
106 H 5.75801 -3.70611 -5.79836  C103 1.093
107 H 4.46979 -4.87722 -5.42899  C103 1.090
108 H 4.32257 -3.80922 -6.83807  C103 1.089
109 H 7.63889 -6.12055 -6.94777  C104 1.092
110 H 6.36430 -7.29075 -6.57682  C104 1.088
111 H 6.76183 -6.02930 -5.39807  C104 1.086
112 C -8.02658 6.67938 -0.79230  O113 1.216, N114 1.345, H117 1.104
113 O -7.36116 5.94583 -1.49856  C112 1.216
114 N -7.91808 6.75669 0.54606  C112 1.345, C115 1.447, C116 1.456
115 C -8.74637 7.64094 1.33782  N114 1.447, H118 1.092, H119 1.092, H120 1.088
116 C -6.93156 5.91543 1.20823  N114 1.456, H121 1.090, H122 1.088, H123 1.087
117 H -8.79790 7.35310 -1.20438  C112 1.104
118 H -8.12535 8.35365 1.88454  C115 1.092
119 H -9.33589 7.06620 2.05548  C115 1.092
120 H -9.42477 8.19286 0.69018  C115 1.088
121 H -5.93359 6.14732 0.83679  C116 1.090
122 H -7.13096 4.86691 0.99691  C116 1.088
123 H -6.96571 6.08106 2.28178  C116 1.087
124 C -3.35564 -1.84212 -2.08859  O125 1.216, N126 1.348, H129 1.103
125 O -4.10148 -1.03695 -2.61130  C124 1.216
126 N -2.45051 -2.59049 -2.74950  C124 1.348, C127 1.450, C128 1.453
127 C -1.59004 -3.53688 -2.06718  N126 1.450, H130 1.091, H131 1.091, H132 1.088
128 C -2.33735 -2.43860 -4.19039  N126 1.453, H133 1.091, H134 1.090, H135 1.087
129 H -3.35934 -2.03030 -1.00138  C124 1.103
130 H -0.54376 -3.26903 -2.22390  C127 1.091
131 H -1.75931 -4.54404 -2.45203  C127 1.091
132 H -1.80048 -3.52449 -0.99988  C127 1.088
133 H -2.07912 -1.40898 -4.44051  C128 1.091
134 H -3.28820 -2.67353 -4.66945  C128 1.090
135 H -1.56582 -3.10743 -4.56437  C128 1.087
136 C 3.26799 -8.50194 -5.47809  O137 1.215, N138 1.346, H141 1.104
137 O 4.09681 -7.64406 -5.24587  C136 1.215
138 N 2.89614 -8.89678 -6.71000  C136 1.346, C139 1.448, C140 1.455
139 C 1.90379 -9.93005 -6.91922  N138 1.448, H142 1.092, H143 1.092, H144 1.088
140 C 3.51240 -8.25842 -7.86354  N138 1.455, H145 1.089, H146 1.090, H147 1.087
141 H 2.73774 -9.03997 -4.67337  C136 1.104
142 H 2.33628 -10.76356 -7.47659  C139 1.092
143 H 1.05618 -9.53340 -7.48212  C139 1.092
144 H 1.54507 -10.29892 -5.96043  C139 1.088
145 H 4.59229 -8.40018 -7.85120  C140 1.089
146 H 3.31447 -7.18690 -7.84635  C140 1.090
147 H 3.10499 -8.68619 -8.77574  C140 1.087

Computed properties:
⟨S²⟩: 0.754
Strongest force on any atom (eV/Å): 1.65
Orbital gap (alpha / beta) (eV): 8.3823 / 9.2222
Multiplicity: 2
Total charge: 0